{
  "formula": "C41H51AlNO4",
  "method": "ωB97M-V/def2-TZVPD",
  "spin_multiplicity": 1,
  "gap_ha": 0.264,
  "max_force_ev_per_a": 1.84,
  "total_energy_ev": -59622.1858,
  "total_charge": -1,
  "species": ["C", "C", "O", "N", "C", "C", "C", "C", "Al", "C", "C", "O", "C", "C", "O", "C", "O", "C", "C", "C", "C", "C", "C", "H", "H", "H", "H", "H", "H", "H", "H", "H", "H", "H", "H", "H", "H", "H", "H", "H", "H", "H", "H", "H", "H", "H", "H", "H", "H", "H", "C", "C", "C", "C", "C", "C", "H", "H", "H", "H", "H", "H", "C", "C", "C", "C", "C", "C", "H", "H", "H", "H", "H", "H", "C", "C", "C", "C", "C", "C", "H", "H", "H", "H", "H", "H", "C", "C", "C", "C", "C", "C", "H", "H", "H", "H", "H", "H"],
  "xyz": [[-1.79737, 3.09574, 1.07368], [-1.15272, 1.94681, 1.82884], [-0.94313, 2.05679, 3.02346], [-0.82593, 0.72527, 1.17303], [-2.03931, -0.14443, 1.05400], [-1.74852, -1.37920, 0.22416], [-2.85472, -2.45567, 0.32086], [-3.46553, -2.88926, -1.03996], [-4.09667, -1.24353, -2.05816], [-2.80482, -0.65907, -3.55828], [-2.84151, 0.86112, -3.52560], [-1.90799, 1.47547, -4.46479], [-1.85824, 2.82044, -4.38510], [-2.81520, 3.62865, -3.52899], [-1.00953, 3.41351, -5.03144], [-5.97945, -1.40402, -2.84093], [-6.97807, -1.72730, -1.80605], [-7.41018, -0.64846, -1.11064], [-6.85474, -0.37989, 0.12096], [-7.26696, 0.66247, 0.89352], [-8.28347, 1.48848, 0.45356], [-8.82011, 1.23779, -0.77760], [-8.40613, 0.18910, -1.55277], [-2.83715, 2.83221, 0.85285], [-1.29558, 3.33740, 0.13088], [-1.79248, 4.00684, 1.66942], [-0.52984, 0.90427, 0.21430], [-2.83728, 0.46570, 0.61905], [-2.38281, -0.42467, 2.05564], [-1.53146, -1.05041, -0.80095], [-0.82229, -1.83745, 0.59454], [-2.49962, -3.30097, 0.92425], [-3.67414, -2.01467, 0.90728], [-4.29896, -3.56454, -0.79294], [-2.74080, -3.50739, -1.59110], [-4.11848, -0.00595, -1.01658], [-1.79483, -1.01129, -3.32227], [-3.16521, -1.00311, -4.53466], [-3.88249, 1.15869, -3.69205], [-2.57471, 1.13882, -2.50164], [-3.84142, 3.62007, -3.90560], [-2.48649, 4.66317, -3.46408], [-2.88015, 3.26808, -2.49878], [-5.97315, -2.26199, -3.52668], [-6.27307, -0.53113, -3.44280], [-6.05911, -1.01408, 0.49617], [-6.82598, 0.85226, 1.86575], [-8.62319, 2.30398, 1.07985], [-9.62255, 1.87979, -1.12876], [-8.87397, 0.02754, -2.51796], [-6.51888, -8.18597, 0.81357], [-5.67311, -7.88822, -0.24656], [-5.67439, -6.61500, -0.80041], [-6.51491, -5.63610, -0.28873], [-7.35783, -5.93272, 0.77339], [-7.36318, -7.20835, 1.32224], [-6.51984, -9.18016, 1.24375], [-5.01211, -8.64981, -0.64191], [-5.01925, -6.38337, -1.63056], [-6.51217, -4.64116, -0.71831], [-8.01170, -5.16784, 1.17313], [-8.02484, -7.44035, 2.14786], [3.08721, -2.79833, -1.64620], [2.01113, -2.34612, -0.89444], [2.10305, -1.14815, -0.19982], [3.26881, -0.39715, -0.26407], [4.34471, -0.84796, -1.01903], [4.25516, -2.05037, -1.70682], [3.01535, -3.73441, -2.18577], [1.09864, -2.92779, -0.84930], [1.26537, -0.79871, 0.39201], [3.33794, 0.54050, 0.27465], [5.25448, -0.26133, -1.07128], [5.09542, -2.40399, -2.29149], [6.99359, 1.26040, 2.64653], [7.86602, 2.30117, 2.93373], [8.01262, 3.35197, 2.03807], [7.27987, 3.36678, 0.85923], [6.40487, 2.32750, 0.57412], [6.26450, 1.27226, 1.46533], [6.88119, 0.43941, 3.34321], [8.43314, 2.29294, 3.85708], [8.69744, 4.16122, 2.25930], [7.39077, 4.18852, 0.16301], [5.83141, 2.33953, -0.34483], [5.58581, 0.46014, 1.23907], [13.55391, 5.38343, 3.87329], [13.81445, 4.63098, 2.73606], [12.83064, 3.80595, 2.20854], [11.58279, 3.74016, 2.81327], [11.32143, 4.49501, 3.94838], [12.30785, 5.31380, 4.48098], [14.32244, 6.02461, 4.28636], [14.78574, 4.68734, 2.26074], [13.03555, 3.21449, 1.32525], [10.81419, 3.09999, 2.39979], [10.34706, 4.44462, 4.41937], [12.10510, 5.89859, 5.36933]],
  "atomic_forces_ev_per_a": [[0.112, 0.072, -0.334], [0.577, 0.274, 1.209], [-0.381, -0.147, -0.790], [-0.211, 0.027, -0.363], [0.003, 0.359, 0.496], [0.368, -0.299, 0.235], [-0.534, 0.466, -0.382], [0.041, 0.043, 0.434], [0.056, -0.140, -0.260], [-0.449, 0.638, 0.215], [-0.088, -1.725, 0.641], [-0.878, 1.098, 0.693], [1.243, 0.604, -1.009], [-0.364, -0.189, 0.668], [-0.571, -0.478, 0.358], [0.893, -0.327, -0.026], [-0.269, -0.047, -0.590], [0.336, -0.213, 0.111], [1.058, -0.904, 0.582], [-0.313, 0.695, 0.831], [0.338, 0.249, 0.642], [-1.162, 0.964, -0.182], [-0.313, -0.331, -1.139], [0.115, -0.034, -0.102], [-0.053, -0.321, -0.006], [0.002, -0.200, 0.206], [-0.149, 0.206, 0.035], [-0.179, -0.464, -0.190], [0.312, 0.001, 0.010], [-0.243, -0.245, -0.062], [0.040, 0.258, -0.013], [0.091, 0.041, -0.131], [0.054, -0.073, -0.029], [0.031, 0.046, -0.190], [-0.026, 0.130, -0.019], [0.023, 0.172, 0.072], [-0.043, -0.108, -0.327], [0.350, -0.195, 0.023], [0.238, 0.455, -0.283], [0.087, 0.376, -0.188], [0.132, -0.173, -0.140], [0.196, -0.102, -0.369], [0.022, -0.185, -0.149], [-0.296, 0.043, 0.089], [-0.335, -0.065, 0.204], [-0.015, -0.086, -0.207], [0.120, -0.133, -0.052], [-0.073, 0.043, -0.122], [0.032, -0.061, -0.114], [0.101, -0.118, 0.003], [-0.004, -0.012, 0.007], [-0.011, 0.000, -0.012], [0.004, -0.041, 0.009], [-0.014, 0.105, -0.054], [-0.012, -0.034, 0.009], [0.009, 0.006, -0.001], [0.003, 0.006, -0.001], [-0.007, 0.003, 0.000], [0.014, 0.032, 0.028], [-0.005, 0.002, 0.013], [0.008, 0.006, -0.015], [0.010, 0.003, 0.003], [0.009, 0.003, 0.012], [0.010, -0.031, -0.006], [-0.068, 0.040, 0.042], [0.058, -0.033, -0.048], [-0.016, 0.034, 0.032], [0.005, -0.010, -0.007], [-0.005, 0.009, -0.003], [-0.008, 0.024, -0.003], [0.023, 0.008, 0.013], [-0.027, -0.002, 0.001], [0.003, -0.016, -0.016], [-0.008, 0.011, -0.007], [0.014, -0.002, 0.002], [0.024, 0.002, -0.001], [-0.022, 0.021, 0.013], [0.005, -0.003, -0.009], [0.004, -0.015, -0.017], [-0.004, -0.001, 0.005], [-0.009, 0.006, -0.005], [0.000, -0.007, -0.007], [-0.034, 0.023, -0.004], [-0.004, -0.004, 0.005], [-0.001, -0.001, 0.008], [0.003, -0.002, 0.029], [-0.001, 0.000, 0.002], [0.009, -0.006, -0.001], [0.010, 0.023, 0.009], [0.013, -0.038, -0.013], [-0.011, -0.008, 0.002], [-0.001, 0.012, 0.000], [-0.004, -0.003, -0.003], [-0.004, -0.005, 0.008], [-0.009, 0.008, 0.000], [0.018, -0.012, 0.001], [0.007, -0.003, 0.001], [-0.003, 0.002, -0.009]]
}

=====

{
  "formula": "C41H51As2CdN5P2S2",
  "method": "ωB97M-V/def2-TZVPD",
  "de_lowest_ev": 0.385,
  "spin_multiplicity": 1,
  "gap_ha": 0.274,
  "max_force_ev_per_a": 0.47,
  "total_energy_ev": -217273.4676,
  "total_charge": 2,
  "species": ["Cd", "C", "As", "C", "C", "C", "C", "C", "C", "C", "As", "C", "C", "H", "H", "H", "H", "H", "H", "H", "H", "H", "H", "H", "H", "H", "H", "H", "H", "C", "C", "N", "N", "C", "S", "N", "N", "H", "H", "H", "H", "H", "H", "C", "S", "C", "C", "C", "N", "P", "C", "C", "C", "C", "C", "C", "C", "C", "C", "C", "C", "C", "P", "C", "C", "C", "C", "C", "C", "C", "C", "C", "C", "C", "C", "H", "H", "H", "H", "H", "H", "H", "H", "H", "H", "H", "H", "H", "H", "H", "H", "H", "H", "H", "H", "H", "H", "H", "H", "H", "H", "H", "H", "H"],
  "xyz": [[-1.50068, 1.03446, -0.38190], [-3.08785, 3.84905, 1.73264], [-1.37021, 3.33868, 0.99467], [-1.14614, 4.69682, -0.37862], [-0.12060, 3.86296, 2.37923], [0.59736, 5.04474, 2.21134], [1.48152, 5.47489, 3.18855], [1.65262, 4.71993, 4.33786], [0.92939, 3.54855, 4.50917], [0.03425, 3.09962, 3.54181], [-1.01878, 1.46141, 3.80591], [0.10313, 0.54852, 5.12020], [-2.32233, 2.15585, 5.09374], [-3.03256, 4.89676, 2.02288], [-3.30233, 3.24138, 2.60828], [-3.86927, 3.70779, 0.98913], [-1.31235, 5.70008, 0.00964], [-1.90133, 4.49768, -1.13941], [-0.14663, 4.62554, -0.80622], [0.47643, 5.65146, 1.32415], [2.02720, 6.39960, 3.05418], [2.33987, 5.04524, 5.10828], [1.06964, 2.98488, 5.42301], [1.07640, 0.30869, 4.69382], [-0.39478, -0.38403, 5.37989], [0.22727, 1.13812, 6.02665], [-1.84746, 2.84632, 5.78849], [-2.72314, 1.30667, 5.64655], [-3.14674, 2.65523, 4.58972], [-1.74860, 1.78057, -5.89413], [-2.76512, 1.61669, -4.83066], [-4.01392, 1.35032, -5.00571], [-4.52955, 1.26236, -3.74680], [-3.64305, 1.47327, -2.78034], [-3.93924, 1.48519, -1.11109], [-2.48849, 1.69819, -3.47296], [-1.26976, 1.99179, -2.87571], [-2.25643, 1.83212, -6.85346], [-1.06380, 0.92979, -5.90582], [-1.17075, 2.69467, -5.75316], [-5.51100, 1.07151, -3.61961], [-0.56983, 1.36677, -3.26101], [-1.01308, 2.95380, -3.07020], [5.31886, -2.86235, -0.93811], [4.40847, -3.74508, 0.34363], [3.05916, -4.47344, -0.63463], [1.71440, -3.78136, -0.41931], [1.74098, -2.32483, -0.85681], [0.50448, -1.59240, -0.50949], [-0.80185, -1.25944, -1.53874], [-0.26311, -1.69963, -3.20276], [-0.66483, -2.88776, -3.80972], [-0.21062, -3.20696, -5.08246], [0.64758, -2.34981, -5.75453], [1.06112, -1.16501, -5.15562], [0.60253, -0.84309, -3.88954], [-2.11218, -2.42172, -1.10069], [-3.38318, -2.23826, -1.64331], [-4.40543, -3.11759, -1.32841], [-4.16635, -4.17747, -0.46247], [-2.90676, -4.35559, 0.09106], [-1.87737, -3.48002, -0.22632], [0.40559, -0.58744, 0.86432], [0.83331, -1.63353, 2.26021], [-0.21079, -2.31321, 2.88949], [0.06338, -3.23142, 3.88998], [1.37831, -3.46232, 4.27294], [2.42032, -2.78741, 3.65103], [2.15297, -1.87690, 2.64076], [1.74310, 0.62755, 0.66679], [2.14023, 1.01569, -0.61461], [3.03140, 2.06425, -0.79140], [3.53886, 2.73664, 0.31377], [3.15823, 2.34916, 1.59070], [2.25938, 1.30707, 1.76631], [6.18151, -2.40230, -0.45903], [4.72020, -2.07606, -1.40039], [5.67867, -3.54808, -1.70320], [2.98170, -5.52526, -0.36404], [3.34971, -4.44234, -1.68682], [1.44303, -3.83066, 0.63922], [0.93485, -4.31565, -0.97361], [1.91255, -2.25765, -1.93354], [2.57301, -1.80960, -0.37075], [-1.33777, -3.56126, -3.29405], [-0.52697, -4.13094, -5.54789], [1.00096, -2.60715, -6.74433], [1.74566, -0.50517, -5.67291], [0.97062, 0.06186, -3.41287], [-3.58218, -1.40752, -2.31252], [-5.39071, -2.97703, -1.75292], [-4.96634, -4.86322, -0.21662], [-2.72338, -5.17929, 0.76854], [-0.89643, -3.61495, 0.20999], [-1.23639, -2.11763, 2.59439], [-0.74686, -3.75977, 4.37527], [1.59235, -4.17437, 5.05946], [3.44478, -2.98097, 3.94018], [2.97350, -1.38106, 2.13906], [1.79373, 0.45749, -1.47681], [3.36080, 2.33495, -1.78705], [4.24427, 3.54620, 0.18017], [3.56157, 2.85648, 2.45651], [1.97412, 1.02071, 2.77155]],
  "atomic_forces_ev_per_a": [[0.049, -0.102, 0.324], [-0.001, -0.036, 0.019], [0.156, -0.011, -0.177], [-0.062, -0.007, 0.058], [0.046, 0.016, -0.011], [0.007, 0.003, -0.028], [0.037, -0.015, 0.020], [0.007, 0.007, -0.013], [-0.001, -0.039, 0.030], [-0.045, 0.053, 0.029], [0.017, 0.027, 0.001], [0.010, -0.039, -0.061], [-0.040, -0.033, 0.002], [-0.015, 0.010, 0.016], [-0.024, 0.005, -0.065], [-0.003, -0.001, -0.024], [0.015, -0.014, 0.028], [0.023, 0.002, -0.043], [-0.020, 0.020, -0.034], [0.000, -0.028, -0.007], [0.004, -0.016, -0.012], [-0.012, 0.009, -0.009], [-0.014, 0.001, -0.024], [0.007, -0.027, 0.042], [0.000, -0.040, -0.007], [-0.002, 0.006, -0.013], [0.013, -0.004, 0.002], [-0.019, 0.007, 0.005], [0.014, 0.018, 0.065], [0.017, 0.008, 0.003], [0.093, -0.030, -0.089], [-0.063, -0.010, -0.017], [-0.132, -0.025, -0.013], [0.046, 0.022, 0.067], [-0.012, -0.044, -0.093], [-0.138, -0.002, 0.006], [0.032, 0.016, 0.089], [-0.002, -0.010, 0.000], [0.007, 0.011, 0.017], [-0.003, 0.005, -0.012], [-0.031, 0.009, 0.022], [0.077, -0.012, -0.030], [0.004, 0.093, -0.008], [0.027, 0.060, -0.067], [0.006, -0.061, 0.003], [-0.062, 0.074, -0.039], [-0.008, -0.016, -0.024], [-0.094, -0.153, 0.086], [0.142, 0.413, -0.184], [-0.105, -0.091, 0.161], [0.007, -0.061, -0.081], [-0.054, 0.023, -0.019], [-0.008, -0.005, -0.013], [0.006, -0.006, -0.028], [-0.008, -0.031, -0.033], [0.050, 0.040, 0.037], [0.096, -0.149, -0.111], [-0.047, -0.011, 0.013], [-0.027, 0.011, -0.017], [0.000, -0.022, 0.015], [-0.012, 0.001, -0.003], [-0.051, 0.036, 0.015], [-0.087, 0.221, -0.045], [0.034, -0.023, 0.047], [-0.020, 0.054, 0.026], [-0.054, 0.018, -0.001], [0.040, -0.024, 0.028], [0.007, -0.021, 0.014], [-0.039, 0.021, -0.017], [0.082, -0.118, 0.017], [0.040, -0.014, -0.011], [0.047, -0.002, 0.032], [-0.010, -0.017, 0.000], [-0.031, 0.035, -0.019], [0.029, 0.036, 0.073], [-0.011, -0.013, 0.022], [-0.001, -0.012, 0.011], [-0.012, -0.015, 0.011], [0.003, 0.010, 0.050], [0.021, 0.009, 0.006], [0.032, -0.007, 0.000], [0.056, -0.018, -0.030], [-0.014, -0.001, -0.030], [-0.005, -0.031, 0.032], [0.019, 0.002, 0.007], [0.003, 0.005, 0.004], [0.001, 0.009, 0.008], [0.000, 0.001, 0.011], [0.005, -0.007, 0.002], [0.035, -0.007, -0.014], [0.006, -0.006, 0.002], [0.005, 0.009, 0.000], [0.000, 0.005, -0.004], [-0.024, 0.003, 0.001], [0.000, -0.005, 0.008], [0.013, 0.000, 0.006], [0.000, 0.005, -0.009], [-0.008, -0.004, -0.001], [0.001, 0.023, 0.001], [-0.029, 0.012, 0.011], [-0.025, 0.010, 0.009], [-0.002, -0.010, -0.001], [-0.002, 0.027, 0.015], [-0.001, -0.016, -0.037]]
}

=====

> Number 1 is which compound?

C41H51AlNO4

=====

> Number 2 is which compound?

C41H51As2CdN5P2S2